Version w
CH4NO2Si | the ωB97M-V functional and the def2-TZVPD basis

Computed properties:
Multiplicity   1
Gap between HOMO and LUMO (alpha / beta)   0.3077 / 0.2939 hartree
Total charge   -1
HOMO level (alpha / beta)   -4.672 / -4.540 eV

Last columns: bonded neighbours and bond lengths (Å).
CARTESIAN COORDINATES (ANGSTROEM)
1 O -2.35 -0.63 0.24  C9 1.225
2 H 0.85 0.36 1.54  Si8 1.468
3 H 1.31 1.70 -0.24  Si8 1.416
4 H 2.13 -0.55 -0.02  Si8 1.392
5 N -0.26 -0.37 -0.72  Si8 1.710, C9 1.378
6 H 0.29 -2.18 0.13  no bonds
7 O -1.53 1.28 -0.69  C9 1.285
8 Si 1.07 0.34 0.09  H2 1.468, H3 1.416, H4 1.392, N5 1.710
9 C -1.51 0.05 -0.33  O1 1.225, N5 1.378, O7 1.285

Version x
CH4NO2Si | the ωB97M-V functional and the def2-TZVPD basis

Computed properties:
Multiplicity   1
Gap between HOMO and LUMO   0.2747 hartree
Total charge   -1
HOMO level   -3.580 eV

Last columns: bonded neighbours and bond lengths (Å).
CARTESIAN COORDINATES (ANGSTROEM)
1 O -1.60 1.46 0.35  Si6 1.571
2 N 0.84 -0.53 1.43  C7 1.202, O9 1.202
3 H 0.53 1.02 -1.25  Si6 1.495
4 H -0.74 -0.79 -0.53  Si6 1.475
5 H 1.46 -1.80 0.06  C7 1.014
6 Si -0.84 0.66 -0.77  O1 1.571, H3 1.495, H4 1.475, H8 1.454
7 C 0.88 -1.00 0.32  N2 1.202, H5 1.014
8 H -1.62 0.83 -1.99  Si6 1.454
9 O 1.09 0.15 2.39  N2 1.202

The winner here is version w, beating the second structure by 1.254 eV.

Version w
C6H33NO11 | the ωB97M-V functional and the def2-TZVPD basis

Computed properties:
Multiplicity   1
SMILES string   C/C=C/C(C)=C/N.O.O.O.O.O.O.O.O.O.O.O
Gap between HOMO and LUMO   0.3037 hartree
Total charge   0
HOMO level   -8.306 eV

Last columns: bonded neighbours and bond lengths (Å).
CARTESIAN COORDINATES (ANGSTROEM)
1 H 1.26 -0.85 2.28  N32 1.012
2 H -0.63 3.51 -2.62  C43 1.084
3 O 0.00 -3.89 2.55  H18 0.957, H23 0.970
4 H 2.94 -3.29 1.68  O14 0.958
5 O 4.32 -1.33 -0.19  H30 0.955, H33 0.954
6 C -0.22 3.02 -0.49  C10 1.324, C43 1.513, H44 1.082
7 H 2.34 -0.85 -2.85  O48 0.957
8 O -2.56 -3.80 1.14  H38 0.960, H46 0.964
9 H 0.59 0.68 3.81  O19 0.971
10 C 0.19 1.77 -0.67  C6 1.324, C12 1.486, H26 1.088
11 H 0.89 2.16 3.79  O19 0.962
12 C 0.53 0.82 0.41  C10 1.486, C21 1.327, C37 1.536
13 H 4.09 -2.73 2.59  O14 0.959
14 O 3.29 -2.51 2.10  H4 0.958, H13 0.959
15 H 2.05 1.74 1.57  C37 1.100
16 H -0.74 -0.89 -3.58  O49 0.961
17 O -2.93 -1.63 -0.86  H20 0.974, H50 0.952
18 H -0.32 -3.14 3.06  O3 0.957
19 O 0.54 1.48 4.37  H9 0.971, H11 0.962
20 H -2.74 -0.87 -1.44  O17 0.974
21 C -0.21 0.02 1.17  C12 1.327, N32 1.395, H36 1.086
22 H 2.54 3.63 -1.10  O28 0.958
23 H -0.80 -4.23 2.13  O3 0.970
24 H 2.20 3.79 -2.63  O28 0.957
25 H 2.53 0.09 1.13  C37 1.077
26 H 0.44 1.35 -1.64  C10 1.088
27 O -3.67 0.37 -2.62  H34 0.958, H51 0.953
28 O 2.72 4.13 -1.90  H22 0.958, H24 0.957
29 H 1.66 -0.77 -1.39  O48 0.957
30 H 4.43 -1.26 -1.14  O5 0.955
31 O -4.94 0.83 0.00  H45 0.975, H47 0.973
32 N 0.26 -0.73 2.25  H1 1.012, C21 1.395, H39 1.001
33 H 3.83 -2.12 0.03  O5 0.954
34 H -4.39 0.79 -2.15  O27 0.958
35 H 2.61 1.47 0.04  C37 1.089
36 H -1.29 -0.09 1.06  C21 1.086
37 C 2.01 0.96 0.79  C12 1.536, H15 1.100, H25 1.077, H35 1.089
38 H -3.02 -3.64 1.96  O8 0.960
39 H -0.20 -1.59 2.49  N32 1.001
40 H 0.46 4.61 -1.73  C43 1.086
41 H -1.76 -2.00 -3.68  O49 0.947
42 H -1.25 4.61 -1.41  C43 1.095
43 C -0.40 3.96 -1.66  H2 1.084, C6 1.513, H40 1.086, H42 1.095
44 H -0.41 3.49 0.47  C6 1.082
45 H -4.63 0.08 0.55  O31 0.975
46 H -2.20 -2.97 0.82  O8 0.964
47 H -4.54 1.45 0.63  O31 0.973
48 O 2.42 -0.99 -1.91  H7 0.957, H29 0.957
49 O -1.07 -1.68 -3.13  H16 0.961, H41 0.947
50 H -2.39 -2.36 -1.16  O17 0.952
51 H -3.80 -0.53 -2.90  O27 0.953

Version x
C6H33NO11 | the ωB97M-V functional and the def2-TZVPD basis

Computed properties:
Multiplicity   1
SMILES string   C=N/C=C/CCC.O.O.O.O.O.O.O.O.O.O.O
Gap between HOMO and LUMO   0.3215 hartree
Total charge   0
HOMO level   -8.643 eV

Last columns: bonded neighbours and bond lengths (Å).
CARTESIAN COORDINATES (ANGSTROEM)
1 H 3.30 2.54 -0.07  O47 0.967
2 H 2.21 1.97 -0.75  O47 0.976
3 H -2.02 -2.16 0.25  O5 0.992
4 C 0.57 -0.02 -0.67  H6 1.083, C18 1.350, C40 1.498
5 O -1.90 -3.07 0.62  H3 0.992, H39 0.959
6 H 1.27 0.20 -1.47  C4 1.083
7 C -0.67 3.25 -0.68  N24 1.268, H30 1.103, H43 1.086
8 H 2.72 -3.11 -2.44  C50 1.090
9 O 3.03 1.63 -2.56  H26 0.968, H48 0.967
10 H -0.83 0.10 -3.21  O19 0.964
11 C 2.08 -2.11 -0.54  H36 1.099, C40 1.511, H45 1.106, C50 1.512
12 H 1.35 2.18 2.67  O31 0.961
13 O 0.15 -4.06 2.37  H20 0.960, H37 0.961
14 H 0.22 4.50 2.16  O17 0.959
15 H -2.01 0.95 -3.58  O19 0.963
16 H 1.23 -3.70 -1.86  C50 1.110
17 O -0.64 4.08 2.12  H14 0.959, H22 0.960
18 C -0.26 0.94 -0.21  C4 1.350, N24 1.408, H35 1.092
19 O -1.15 0.69 -3.91  H10 0.964, H15 0.963
20 H -0.23 -4.71 1.78  O13 0.960
21 H -0.19 -1.06 4.43  O28 0.960
22 H -0.77 3.52 2.90  O17 0.960
23 O -2.30 -0.95 -0.89  H27 0.953, H29 0.960
24 N 0.05 2.21 -0.72  C7 1.268, C18 1.408
25 H 1.11 -1.15 1.14  C40 1.099
26 H 2.51 1.88 -3.34  O9 0.968
27 H -3.07 -0.42 -1.06  O23 0.953
28 O -0.70 -0.25 4.54  H21 0.960, H44 0.963
29 H -1.51 -1.06 -1.41  O23 0.960
30 H -0.12 4.10 -1.11  C7 1.103
31 O 0.80 1.39 2.58  H12 0.961, H32 0.968
32 H 0.97 1.10 1.68  O31 0.968
33 H 1.15 -2.15 -2.44  C50 1.092
34 O -1.17 -2.04 -3.21  H49 0.968, H51 0.970
35 H -0.92 0.87 0.66  C18 1.092
36 H 3.02 -1.54 -0.63  C11 1.099
37 H 0.52 -3.42 1.75  O13 0.961
38 H 0.08 -1.89 0.21  C40 1.105
39 H -1.99 -3.67 -0.13  O5 0.959
40 C 0.98 -1.26 0.06  C4 1.498, C11 1.511, H25 1.099, H38 1.105
41 H -1.79 0.99 2.08  O46 0.972
42 H -2.87 1.29 2.91  O46 0.970
43 H -1.67 3.51 -0.33  C7 1.086
44 H -0.14 0.49 4.29  O28 0.963
45 H 2.39 -2.87 0.20  C11 1.106
46 O -2.74 0.82 2.07  H41 0.972, H42 0.970
47 O 2.60 1.90 0.14  H1 0.967, H2 0.976
48 H 3.78 2.23 -2.70  O9 0.967
49 H -2.13 -2.12 -3.23  O34 0.968
50 C 1.84 -2.78 -1.88  H8 1.090, C11 1.512, H16 1.110, H33 1.092
51 H -1.00 -2.64 -2.46  O34 0.970

The winner here is version w, beating the second structure by 1.326 eV.